No. 1
DFT (ωB97M-V/def2-TZVPD) results for a 14-piece molecular cluster, C46H111N13O11 overall.

```
! RIJCOSX wB97M-V def2-TZVPD def2/J DEFGRID3
* xyz 1 2
O -1.57 4.92 -2.01
C -1.54 4.18 -1.05
N -2.43 3.20 -0.91
C -0.64 4.53 0.17
H -2.72 2.92 0.01
H -2.93 2.99 -1.77
H -1.22 5.20 0.80
H 0.28 5.03 -0.14
H -0.52 3.60 0.72
O -0.90 -5.18 -3.77
C -1.90 -4.49 -3.86
N -2.81 -4.87 -4.67
C -2.09 -3.18 -3.17
H -2.63 -5.72 -5.19
H -3.57 -4.29 -5.00
H -2.52 -2.43 -3.84
H -1.13 -2.81 -2.81
H -2.75 -3.24 -2.31
O 1.65 -5.00 1.79
C 1.26 -3.85 1.68
N 1.12 -3.38 0.47
C 1.10 -3.00 2.91
H 1.53 -4.03 -0.17
H 0.63 -2.53 0.19
H 1.96 -2.33 2.81
H 1.35 -3.59 3.79
H 0.14 -2.50 2.93
O -3.79 -2.31 3.16
C -3.13 -1.99 4.15
N -3.49 -0.90 4.80
C -2.02 -2.84 4.73
H -4.18 -0.29 4.39
H -3.06 -0.67 5.69
H -2.30 -3.16 5.74
H -1.09 -2.29 4.89
H -1.83 -3.73 4.12
O -4.82 -4.49 -0.36
C -5.51 -4.19 -1.33
N -5.42 -4.90 -2.41
C -6.33 -2.90 -1.34
H -4.79 -5.68 -2.27
H -5.75 -4.68 -3.33
H -7.34 -3.07 -1.72
H -5.83 -2.15 -1.96
H -6.54 -2.58 -0.32
O -3.13 3.14 1.75
C -4.17 2.68 2.17
N -4.44 2.61 3.46
C -5.16 2.05 1.20
H -5.25 2.11 3.81
H -3.82 3.11 4.09
H -4.69 1.97 0.22
H -6.10 2.59 1.20
H -5.31 1.06 1.63
O -0.57 -7.58 0.96
C -0.71 -6.76 0.08
N 0.05 -6.78 -1.01
C -1.86 -5.74 0.17
H 0.68 -7.56 -1.17
H -0.26 -6.19 -1.77
H -2.73 -6.23 0.61
H -1.97 -5.39 -0.85
H -1.59 -4.89 0.80
O -0.24 0.64 -4.52
C -1.09 1.18 -5.25
N -1.05 2.47 -5.37
C -2.05 0.28 -6.05
H -0.49 2.89 -4.65
H -1.78 2.96 -5.86
H -3.07 0.66 -6.00
H -2.07 -0.63 -5.45
H -1.71 0.06 -7.06
O -4.32 2.56 -2.84
C -4.69 1.67 -3.55
N -4.37 0.43 -3.29
C -5.31 1.86 -4.94
H -3.82 0.31 -2.45
H -4.80 -0.37 -3.73
H -4.58 1.90 -5.75
H -5.86 2.79 -5.09
H -5.86 0.96 -5.21
C -4.88 0.75 7.56
C -3.58 0.21 8.17
N -2.44 0.14 7.24
C -2.02 1.55 7.00
C -1.33 1.68 5.70
C -1.45 -0.86 7.70
C -0.51 -0.32 8.83
H -5.06 0.33 6.57
H -4.79 1.80 7.31
H -5.74 0.79 8.24
H -3.40 0.80 9.06
H -3.79 -0.77 8.61
H -2.82 2.28 7.17
H -1.41 1.92 7.82
H -0.84 2.65 5.61
H -0.54 0.93 5.67
H -2.06 1.47 4.91
H -0.85 -1.06 6.81
H -2.03 -1.76 7.93
H 0.30 0.22 8.35
H -0.09 -1.19 9.33
H -0.90 0.27 9.66
C 8.63 -2.17 0.80
C 7.96 -2.10 -0.59
N 6.86 -1.18 -0.69
C 6.48 -0.92 -2.12
C 5.54 0.29 -2.32
C 5.72 -1.53 0.17
C 4.85 -2.61 -0.41
H 8.04 -2.70 1.55
H 8.93 -1.22 1.25
H 9.55 -2.75 0.77
H 8.71 -1.66 -1.26
H 7.79 -3.11 -0.95
H 7.46 -0.77 -2.58
H 6.11 -1.85 -2.54
H 4.50 0.10 -2.05
H 5.91 1.14 -1.75
H 5.45 0.40 -3.40
H 5.12 -0.63 0.22
H 5.99 -1.83 1.18
H 5.56 -3.37 -0.71
H 4.42 -2.23 -1.34
H 4.06 -3.02 0.21
C 4.20 5.74 -6.62
C 3.05 5.28 -5.78
N 3.37 4.27 -4.77
C 3.94 3.04 -5.27
C 3.02 2.25 -6.19
C 2.20 4.02 -3.92
C 2.31 3.19 -2.63
H 3.89 6.64 -7.15
H 4.50 5.05 -7.41
H 5.10 5.82 -6.01
H 2.68 6.20 -5.32
H 2.30 4.81 -6.41
H 4.95 3.24 -5.61
H 3.98 2.27 -4.50
H 2.85 2.66 -7.19
H 3.50 1.29 -6.34
H 2.05 2.05 -5.74
H 1.39 3.60 -4.52
H 1.68 4.96 -3.75
H 2.56 2.15 -2.87
H 1.31 3.12 -2.21
H 2.89 3.52 -1.76
C -0.42 0.66 2.51
C -0.19 0.75 0.96
N -0.09 -0.56 0.28
C 0.47 -0.37 -1.10
C 1.97 -0.41 -1.01
C -1.41 -1.26 0.17
C -2.50 -0.43 -0.61
H -1.15 -0.05 2.89
H -0.74 1.67 2.76
H 0.55 0.40 2.93
H -1.03 1.33 0.59
H 0.79 1.21 0.89
H 0.11 0.55 -1.56
H 0.12 -1.20 -1.71
H 2.31 -1.41 -0.77
H 2.54 0.25 -0.36
H 2.37 -0.27 -2.01
H -1.36 -2.23 -0.32
H -1.77 -1.48 1.17
H -3.02 0.23 0.08
H -2.26 0.10 -1.54
H -3.31 -1.02 -1.03
O 2.63 3.33 3.86
C 3.64 3.26 3.16
O 4.36 4.36 2.96
C 5.34 4.03 1.93
C 4.83 2.74 1.26
C 4.16 2.05 2.46
H 6.28 3.72 2.41
H 5.53 4.80 1.18
H 5.60 2.12 0.80
H 4.23 2.97 0.39
H 5.00 1.53 2.93
H 3.52 1.20 2.24
*
```

Calculated total energy   -3358.50447 hartree
Expectation value of S²   0.754

No. 2
DFT (ωB97M-V/def2-TZVPD) results for a 12-piece molecular cluster, C46H114N2O22 overall.

```
! RIJCOSX wB97M-V def2-TZVPD def2/J DEFGRID3
* xyz 0 1
C 4.44 4.11 12.36
O 3.81 5.17 11.77
C 2.97 6.11 12.49
C 3.79 6.99 13.47
O 4.37 6.08 14.34
C 5.27 6.72 15.25
H 4.05 3.80 13.33
H 5.51 4.22 12.55
H 4.44 3.19 11.76
H 2.22 5.62 13.10
H 2.41 6.76 11.81
H 3.10 7.66 13.98
H 4.50 7.65 12.98
H 4.77 7.58 15.69
H 6.19 6.94 14.72
H 5.67 6.08 16.04
C 20.42 11.87 25.35
O 21.65 12.49 24.98
C 22.39 11.71 24.01
C 23.75 12.32 23.66
O 23.82 13.47 22.85
C 23.48 14.69 23.47
H 19.66 12.25 24.67
H 19.98 12.21 26.29
H 20.38 10.79 25.25
H 21.84 11.60 23.07
H 22.59 10.75 24.48
H 24.43 11.60 23.21
H 24.35 12.59 24.52
H 24.23 14.94 24.23
H 22.51 14.66 23.97
H 23.54 15.53 22.79
C 5.55 0.55 25.38
O 6.70 0.28 26.24
C 7.12 1.36 27.07
C 8.27 2.22 26.61
O 7.95 2.84 25.32
C 9.02 3.70 24.96
H 4.63 0.89 25.86
H 5.24 -0.33 24.82
H 5.93 1.30 24.69
H 7.34 1.01 28.08
H 6.24 2.00 27.14
H 9.28 1.80 26.55
H 8.47 3.00 27.35
H 10.02 3.28 25.05
H 8.99 4.68 25.43
H 8.91 3.78 23.87
C 15.61 4.31 20.78
O 16.21 5.05 19.68
C 16.15 6.53 19.82
C 16.98 7.11 18.60
O 18.36 6.90 18.84
C 19.17 6.59 17.76
H 15.66 3.23 20.61
H 14.54 4.48 20.95
H 16.15 4.41 21.72
H 16.69 6.82 20.72
H 15.08 6.72 19.75
H 16.65 8.08 18.21
H 16.74 6.45 17.77
H 19.05 5.62 17.30
H 20.19 6.52 18.14
H 19.28 7.28 16.92
C 15.27 5.05 26.81
O 14.37 5.97 26.33
C 14.48 7.27 26.92
C 15.74 8.11 26.60
O 15.54 9.43 26.57
C 15.24 10.05 27.80
H 16.26 5.32 26.45
H 14.99 4.11 26.32
H 15.36 4.97 27.89
H 14.11 7.40 27.94
H 13.73 7.70 26.26
H 16.22 7.89 25.65
H 16.55 7.94 27.31
H 15.56 9.54 28.70
H 14.17 9.85 27.92
H 15.51 11.11 27.84
C 11.52 11.64 16.48
O 12.36 11.18 15.41
C 12.58 9.82 15.38
C 13.42 9.64 14.08
O 13.92 8.30 14.12
C 15.08 8.18 13.31
H 11.56 12.72 16.32
H 11.89 11.37 17.47
H 10.52 11.22 16.43
H 11.75 9.11 15.41
H 13.40 9.67 16.08
H 14.18 10.41 14.06
H 12.84 9.77 13.17
H 15.85 8.88 13.63
H 14.75 8.25 12.27
H 15.59 7.21 13.35
C 7.29 9.87 26.71
O 5.91 10.14 26.25
C 5.07 10.62 27.29
C 3.73 11.17 26.72
O 3.31 12.24 27.46
C 4.12 13.37 27.18
H 7.38 8.95 27.29
H 7.81 10.66 27.25
H 7.89 9.69 25.82
H 5.65 11.36 27.83
H 4.79 9.89 28.04
H 2.96 10.41 26.83
H 3.86 11.40 25.66
H 3.87 14.25 27.77
H 3.96 13.61 26.12
H 5.20 13.23 27.16
C 14.65 11.06 21.73
O 13.70 9.96 21.61
C 12.44 10.22 22.22
C 11.38 9.20 22.05
O 11.06 8.91 20.66
C 9.82 8.29 20.54
H 14.76 11.35 22.78
H 14.18 11.85 21.14
H 15.62 10.75 21.35
H 12.08 11.12 21.71
H 12.41 10.48 23.28
H 10.46 9.57 22.51
H 11.63 8.30 22.61
H 9.83 7.47 21.25
H 9.79 7.85 19.54
H 8.95 8.93 20.71
C 18.35 13.59 17.10
O 19.49 12.79 17.63
C 20.25 13.46 18.68
C 20.96 14.76 18.30
O 20.12 15.91 18.01
C 20.89 16.89 17.36
H 17.73 12.79 16.70
H 18.60 14.39 16.40
H 17.75 14.04 17.89
H 20.95 12.73 19.07
H 19.67 13.57 19.60
H 21.59 14.61 17.42
H 21.61 14.99 19.15
H 21.85 17.05 17.85
H 20.24 17.74 17.19
H 21.16 16.49 16.38
C -0.05 6.76 23.40
O 1.13 7.52 23.63
C 2.40 6.89 23.39
C 2.60 6.41 21.93
O 3.96 6.24 21.56
C 4.76 5.49 22.49
H -0.11 6.05 24.22
H 0.11 6.43 22.37
H -0.92 7.42 23.35
H 2.81 6.19 24.12
H 2.99 7.78 23.59
H 2.19 7.22 21.33
H 2.16 5.48 21.57
H 5.64 5.10 21.96
H 4.36 4.67 23.08
H 5.23 6.15 23.22
C 12.40 4.64 15.94
C 11.31 4.43 14.94
O 10.39 3.65 15.19
N 11.50 5.24 13.89
C 10.61 5.50 12.81
H 12.16 5.52 16.54
H 13.41 4.82 15.57
H 12.46 3.91 16.75
H 12.32 5.82 13.97
H 11.26 6.26 12.37
H 9.62 5.95 12.92
H 10.49 4.84 11.95
C 8.80 16.94 27.42
C 9.55 15.91 26.55
O 9.11 15.52 25.50
N 10.71 15.36 27.06
C 11.48 14.35 26.29
H 7.77 16.60 27.56
H 8.86 17.93 26.97
H 9.26 17.13 28.39
H 11.05 15.81 27.90
H 12.49 14.39 26.68
H 11.37 14.29 25.20
H 11.09 13.39 26.63
*
```

Calculated total energy   -3585.14107 hartree
Structure (SMILES)   CNC(C)=O.CNC(C)=O.COCCOC.COCCOC.COCCOC.COCCOC.COCCOC.COCCOC.COCCOC.COCCOC.COCCOC.COCCOC
Energy above the lowest of the compared OMol25 structures with the same formula, charge and spin   92.65 kcal per mole